Entry 1:
This record from the OMol25 dataset describes a cluster of 2 separate species, C2HF3NOS in total. The level of theory is wB97M-V/def2-TZVPD.

Geometry as XYZ:
```
9
Properties=species:S:1:pos:R:3:forces:R:3
C -2.23065 -0.47770 2.01562 1.02 3.27 -0.98
C 0.72079 -0.57988 -0.78586 3.40 0.94 1.67
N -1.80210 0.59977 1.74153 -0.88 -1.21 0.41
O -2.83834 -1.43930 2.22134 -1.61 -3.15 0.85
F 2.05520 -0.82207 -0.32483 -0.75 0.71 -0.58
F 0.22761 -1.76072 -0.76935 -1.76 -2.53 -0.99
F 0.88331 -0.12209 -2.05146 -0.66 -0.14 0.69
S -0.39921 1.45118 1.46882 1.26 1.36 0.09
H 0.26303 0.03409 0.02892 -0.02 0.75 -1.17
```
Positions in Å, forces in eV/Å.

## Properties
energy above the lowest of the compared OMol25 structures with the same formula, charge and spin = 140.3 kJ/mol
highest occupied orbital energy = -3.103 eV
total charge = -1


Entry 2:
This record from the OMol25 dataset describes a structure of composition C2HF6NO4S2Sm. The level of theory is wB97M-V/def2-TZVPD.

Geometry as XYZ:
```
17
Properties=species:S:1:pos:R:3:forces:R:3
N -0.94584 1.39756 0.19249 0.80 -0.65 0.06
S -1.64951 0.25265 -0.80584 -0.73 1.21 -1.01
O -2.34673 0.96038 -1.92647 0.95 -0.95 1.35
C -3.05326 -0.13418 0.37577 0.25 0.70 -0.72
F -3.75917 0.94343 0.66824 -0.08 0.07 0.12
F -2.57755 -0.66823 1.48973 0.20 -0.35 0.59
F -3.84430 -1.01601 -0.22431 -0.28 -0.38 -0.07
S 0.49922 1.12350 0.72801 -0.68 0.53 1.26
O 0.80016 -0.32614 0.96890 0.13 0.45 -0.31
O 0.83847 2.00230 1.83260 -0.24 -0.97 -1.35
Sm 1.76906 -2.56474 0.82785 -0.35 -0.03 -0.03
O 2.82462 -4.19387 -0.14826 0.00 0.81 0.28
H 3.72306 -4.22836 -0.47568 0.09 -0.42 -0.22
C 1.72000 1.53974 -0.63467 -0.97 0.47 0.83
F 1.96433 0.45847 -1.35789 0.31 -0.64 -0.53
F 1.19381 2.47047 -1.40671 0.11 0.16 -0.25
F 2.84364 1.98303 -0.10377 0.48 -0.01 -0.01
```
Positions in Å, forces in eV/Å.

## Properties
spin multiplicity = 7
highest occupied orbital energy (alpha / beta) = -8.564 / -9.213 eV


Entry 3:
This record from the OMol25 dataset describes an isolated molecule of C2HFN2O2. The level of theory is wB97M-V/def2-TZVPD.

Geometry as XYZ:
```
8
Properties=species:S:1:pos:R:3:forces:R:3
O -1.33310 0.54757 1.02203 -2.05 3.07 -4.26
C -0.37753 0.22032 0.03833 -0.44 -0.03 3.27
N -0.48158 0.14090 -1.27913 2.87 -2.49 -0.41
N 0.61520 -0.54259 -1.67643 -1.70 1.79 -1.22
O 1.45699 -0.78567 -0.59586 -0.75 -0.02 -0.90
C 0.82705 -0.32297 0.42690 -1.50 0.64 -0.34
F 1.34597 -0.48306 1.58023 0.62 -0.09 1.44
H -2.05301 1.22550 0.48394 2.95 -2.87 2.42
```
Positions in Å, forces in eV/Å.

## Properties
SMILES = Oc1nnoc1F
energy above the lowest of the compared OMol25 structures with the same formula, charge and spin = 331.4 kJ/mol
highest occupied orbital energy = -9.613 eV


What largest force on an atom values result from the calculations? In sequence: 3.90 1.91 5.64 eV Å⁻¹.